(1)
The molecule C2H4NP in a non-equilibrium geometry, computed with ωB97M-V/def2-TZVPD.

## Properties
Maximum force in hartree/bohr: 0.1226
Frontier orbital gap (spin up / spin down) in eV: 6.32 / 7.86
<S²>: 2.0102
LUMO energy (spin up / spin down) in eV: 0.95 / -2.38
Charge: 0
Multiplicity: 3
Total energy in Eh: -474.4852
Energy above the lowest of the compared OMol25 structures with the same formula, charge and spin in kcal/mol: 77.4

Cartesian coordinates (Å):
1 C 0.2747 -0.2477 0.5116
2 C -0.1293 -0.2983 -0.9874
3 N 1.2954 -0.4702 1.1536
4 P -1.4296 0.2955 0.2890
5 H 0.0768 0.4058 -1.7193
6 H -0.5564 -1.2093 -1.3587
7 H 1.3438 -0.0420 2.1104
8 H -0.8755 1.5662 0.0008

Results of the natural (NBO) charge analysis, in e, for atoms 1 through 6: atom 1 (C): -0.1973, atom 2 (C): -0.5738, atom 3 (N): -0.4938, atom 4 (P): 0.5491, atom 5 (H): 0.2013, atom 6 (H): 0.2175

=====

(2)
A cluster of 2 separate species, C2H9N2O in total in a non-equilibrium geometry, computed with ωB97M-V/def2-TZVPD.

## Properties
Maximum force in hartree/bohr: 0.0291
Frontier orbital gap in eV: 11.23
LUMO energy in eV: -3.30
Charge: +1
Total energy in Eh: -266.1084
Energy above the lowest of the compared OMol25 structures with the same formula, charge and spin in kcal/mol: 27.1

Cartesian coordinates (Å):
1 C -0.4926 -0.9440 -2.2343
2 N -0.8606 -1.5228 -0.8994
3 H -0.0520 0.0437 -2.1186
4 H -1.3013 -1.0215 -2.9434
5 H 0.2072 -1.6333 -2.7152
6 H -0.9778 -0.7499 -0.2207
7 H -1.6670 -2.1445 -0.9099
8 H -0.0629 -2.0638 -0.5681
9 C 0.8737 0.7544 1.1018
10 N 0.7231 2.0883 1.2717
11 O 0.0075 -0.1093 1.1741
12 H 1.8773 0.3851 0.8676
13 H 1.3572 2.4465 1.9787
14 H -0.1912 2.5187 1.2593

Results of the natural (NBO) charge analysis, in e, for atoms 1 through 6: atom 1 (C): -0.4369, atom 2 (N): -0.6805, atom 3 (H): 0.2408, atom 4 (H): 0.2460, atom 5 (H): 0.2351, atom 6 (H): 0.4800

=====

(3)
A structure of composition C24H23N5OReSe in a non-equilibrium geometry, computed with ωB97M-V/def2-TZVPD.

## Properties
Maximum force in hartree/bohr: 0.0303
Frontier orbital gap (spin up / spin down) in eV: 6.51 / 5.79
<S²>: 3.8251
LUMO energy (spin up / spin down) in eV: -13.20 / -14.16
Charge: +4
Multiplicity: 4
Total energy in Eh: -3755.5873

Cartesian coordinates (Å):
1 Re -0.8398 1.4676 0.3758
2 C 3.2389 0.5121 1.4614
3 C 3.9915 1.3623 0.6563
4 C 3.3396 2.3524 -0.0643
5 C 1.9532 2.4465 0.0019
6 N 1.2168 1.5344 0.6990
7 C 1.8610 0.6268 1.4496
8 C 1.1306 3.5136 -0.5626
9 C 1.5622 4.7031 -1.1406
10 C 0.6198 5.6640 -1.4878
11 C -0.7222 5.4442 -1.2020
12 C -1.0960 4.2380 -0.6163
13 N -0.1850 3.2784 -0.3424
14 C -2.4260 3.9083 -0.0923
15 C -3.5812 4.6639 -0.2769
16 C -4.7328 4.3187 0.4178
17 C -4.6821 3.2658 1.3227
18 C -3.5160 2.5256 1.4243
19 N -2.4296 2.7938 0.6893
20 H 3.7201 -0.2180 2.0950
21 H 5.0695 1.2723 0.6254
22 H 3.9046 3.0532 -0.6587
23 H 1.2461 -0.0084 2.0809
24 H 2.6115 4.9036 -1.2922
25 H 0.9312 6.5941 -1.9399
26 H -1.4522 6.2144 -1.4009
27 H -3.5808 5.5116 -0.9460
28 H -5.6489 4.8787 0.2809
29 H -5.5360 3.0162 1.9346
30 H -3.4618 1.7068 2.1294
31 C 1.0996 -4.0186 -2.7495
32 N 1.0781 -3.9881 -1.3123
33 C 0.6966 -2.9472 -0.5247
34 Se 0.1798 -1.2836 -1.1180
35 N 0.7845 -3.3289 0.7719
36 C 1.2353 -4.6230 0.8409
37 C 1.5045 -5.4532 1.9141
38 C 1.9966 -6.7144 1.6110
39 C 2.1961 -7.1370 0.2744
40 C 1.9099 -6.3247 -0.8010
41 C 1.4261 -5.0403 -0.5131
42 H 0.8690 -3.0377 -3.1635
43 H 0.3643 -4.7378 -3.1224
44 H 2.0837 -4.3318 -3.1059
45 H 0.5578 -2.7692 1.5800
46 H 1.3450 -5.1341 2.9320
47 H 2.2507 -7.3900 2.4156
48 H 2.5931 -8.1284 0.1008
49 H 2.0659 -6.6673 -1.8117
50 C -3.2718 -0.4244 -0.3216
51 O -2.2512 -0.1933 0.6793
52 H -4.1422 0.2134 -0.1533
53 H -3.5951 -1.4665 -0.2899
54 H -2.8370 -0.2080 -1.2996
55 H -2.6431 -0.4108 1.5431

Results of the natural (NBO) charge analysis, in e, for atoms 1 through 6: atom 1 (Re): 1.4577, atom 2 (C): -0.2178, atom 3 (C): -0.0481, atom 4 (C): -0.1756, atom 5 (C): 0.1931, atom 6 (N): -0.4896

=====

(4)
A structure of composition C5H10O3 in a non-equilibrium geometry, computed with ωB97M-V/def2-TZVPD.

## Properties
Maximum force in hartree/bohr: 0.0355
Frontier orbital gap in eV: 7.46
LUMO energy in eV: 0.83
Charge: 0
Total energy in Eh: -422.0576
Energy above the lowest of the compared OMol25 structures with the same formula, charge and spin in kcal/mol: 124.8

Cartesian coordinates (Å):
1 C -0.0535 0.7306 -2.2402
2 C 1.8876 -0.3984 0.6082
3 C -0.4557 1.2021 0.0747
4 C -1.4303 0.1909 0.4259
5 C -1.6097 -0.2888 1.6719
6 O -0.3909 1.5615 -1.3020
7 O 0.1406 -0.5155 -2.1333
8 O 1.0335 -1.4977 -0.0098
9 H 0.6226 -1.0664 -1.0471
10 H 0.2295 -1.5365 0.5455
11 H 0.0701 1.2223 -3.2046
12 H 2.2224 -0.7946 1.5702
13 H 2.7492 -0.3521 -0.0595
14 H 0.9691 0.5754 0.4518
15 H -0.5227 2.1309 0.6310
16 H -1.9163 -0.3337 -0.3923
17 H -1.1959 0.2177 2.5343
18 H -2.3497 -1.0478 1.8753

Results of the natural (NBO) charge analysis, in e, for atoms 1 through 6: atom 1 (C): 0.6660, atom 2 (C): -0.3836, atom 3 (C): -0.2935, atom 4 (C): -0.2214, atom 5 (C): -0.5592, atom 6 (O): -0.4220

=====

(5)
A structure of composition C33H35BMoN5Se, computed with ωB97M-V/def2-TZVPD.

## Properties
Maximum force in hartree/bohr: 0.0040
Frontier orbital gap (spin up / spin down) in eV: 6.15 / 7.35
<S²>: 2.3417
LUMO energy (spin up / spin down) in eV: -5.08 / -3.87
Charge: +1
Multiplicity: 3
Total energy in Eh: -4046.6265
Energy above the lowest of the compared OMol25 structures with the same formula, charge and spin in kcal/mol: 3.8

Cartesian coordinates (Å):
1 Mo 0.1693 0.5570 -0.5332
2 C 0.4302 -3.2743 3.1104
3 C 1.0246 -2.7883 1.8191
4 C 1.5440 -1.5105 1.7075
5 C 2.0778 -1.0460 0.4992
6 C 2.1441 -1.9043 -0.6007
7 C 1.6539 -3.1997 -0.4865
8 C 1.0893 -3.6257 0.7021
9 H -0.5304 -3.7607 2.9384
10 H 0.2764 -2.4506 3.8060
11 H 1.0863 -4.0032 3.5891
12 H 1.5318 -0.8538 2.5645
13 H 2.5890 -0.0838 0.4761
14 H 2.6238 -1.5865 -1.5158
15 H 1.7240 -3.8809 -1.3246
16 H 0.7038 -4.6361 0.7761
17 C -2.7019 3.8864 -0.5490
18 C -3.8130 3.3290 -1.1689
19 C -3.7393 2.0402 -1.6518
20 C -2.5626 1.3075 -1.5138
21 N -1.4936 1.8586 -0.8884
22 C -1.5677 3.1207 -0.4248
23 C -2.3705 -0.0580 -2.0145
24 C -3.3499 -0.7007 -2.7715
25 C -3.1216 -1.9727 -3.2639
26 C -1.9070 -2.5927 -3.0086
27 C -0.9358 -1.9487 -2.2552
28 C -1.1369 -0.6743 -1.7225
29 H -2.7095 4.8949 -0.1631
30 H -4.7270 3.8978 -1.2749
31 H -4.5936 1.5935 -2.1353
32 H -0.6862 3.5204 0.0481
33 H -4.2904 -0.2161 -2.9944
34 H -3.8795 -2.4710 -3.8527
35 H -1.7120 -3.5816 -3.4040
36 H 0.0001 -2.4611 -2.0884
37 B 0.2616 1.6597 2.8948
38 N -0.9353 0.7892 2.3923
39 C -1.9626 0.4152 3.1546
40 C -2.6803 -0.5807 2.5054
41 C -2.0058 -0.7662 1.3127
42 N -0.9527 0.0676 1.2435
43 N 0.7540 2.6355 1.7933
44 C 1.0809 3.9118 2.0054
45 C 1.7553 4.3980 0.8963
46 C 1.7980 3.3212 0.0252
47 N 1.1951 2.2497 0.5673
48 H -0.1430 2.3168 3.8119
49 H 1.1801 0.9517 3.2089
50 H -2.1070 0.8703 4.1199
51 H -3.5601 -1.0908 2.8542
52 H -2.2174 -1.4340 0.4943
53 H 0.8376 4.3785 2.9450
54 H 2.1682 5.3801 0.7503
55 H 2.2273 3.2692 -0.9608
56 C 5.2582 5.4021 -3.4080
57 C 4.2892 4.2644 -3.2535
58 C 2.9325 4.4368 -3.5005
59 C 2.0202 3.3989 -3.3489
60 C 0.5572 3.6352 -3.6014
61 C 2.5079 2.1555 -2.9376
62 Se 1.2393 0.7206 -2.7362
63 C 3.8641 1.9365 -2.7001
64 C 4.3867 0.5998 -2.2552
65 C 4.7340 3.0076 -2.8591
66 H 4.7867 6.2627 -3.8790
67 H 6.1132 5.1057 -4.0158
68 H 5.6424 5.7173 -2.4364
69 H 2.5700 5.4066 -3.8219
70 H 0.3835 4.6593 -3.9264
71 H -0.0334 3.4627 -2.6967
72 H 0.1716 2.9661 -4.3745
73 H 3.9190 -0.2194 -2.8049
74 H 4.1974 0.4432 -1.1893
75 H 5.4617 0.5332 -2.4110
76 H 5.7916 2.8509 -2.6783

Results of the Löwdin charge analysis, in e, for atoms 1 through 6: atom 1 (Mo): 1.3723, atom 2 (C): -0.0326, atom 3 (C): -0.2571, atom 4 (C): -0.0527, atom 5 (C): -0.1807, atom 6 (C): -0.1322

=====

(6)
A cluster of 2 separate species, C4H3NS in total in a non-equilibrium geometry, computed with ωB97M-V/def2-TZVPD.

## Properties
Maximum force in hartree/bohr: 0.1139
Frontier orbital gap in eV: 7.12
LUMO energy in eV: -1.16
Charge: 0
Total energy in Eh: -606.9382
Energy above the lowest of the compared OMol25 structures with the same formula, charge and spin in kcal/mol: 106.5

Cartesian coordinates (Å):
1 C -1.8647 0.0178 0.2102
2 C 1.5569 1.2391 -0.4149
3 C 0.9394 0.1817 -0.0020
4 C -0.9127 -0.9592 0.0874
5 N -2.7093 0.7842 0.3466
6 S 2.5279 -0.3913 0.2904
7 H 2.0798 2.2280 -0.3715
8 H -1.0341 -1.4579 -1.0174
9 H -0.5832 -1.6423 0.8712

Results of the natural (NBO) charge analysis, in e, for atoms 1 through 6: atom 1 (C): 0.1959, atom 2 (C): -0.2547, atom 3 (C): -0.1310, atom 4 (C): -0.4126, atom 5 (N): -0.2655, atom 6 (S): 0.0425

=====

(7)
The molecule C17H18N6O5S2 in a non-equilibrium geometry, computed with ωB97M-V/def2-TZVPD.

## Properties
Maximum force in hartree/bohr: 0.0318
Frontier orbital gap in eV: 8.38
LUMO energy in eV: 0.13
Charge: 0
Structure (SMILES): COc1ccc(C(=O)NCc2nnc(SCC(=O)Nc3nnc(C)s3)o2)cc1OC
Total energy in Eh: -2159.7084
Energy above the lowest of the compared OMol25 structures with the same formula, charge and spin in kcal/mol: 0.0

Cartesian coordinates (Å):
1 C 5.9590 0.9330 -0.0895
2 O 4.6009 1.2556 -0.2624
3 C 3.6582 0.2890 -0.0383
4 C 3.9753 -1.0216 0.3064
5 C 2.9960 -1.9759 0.5021
6 C 1.6585 -1.6499 0.3239
7 C 0.6141 -2.6714 0.6039
8 O 0.7558 -3.5474 1.4358
9 N -0.5127 -2.5668 -0.1510
10 C -1.7249 -3.2466 0.2375
11 C -2.7093 -2.2374 0.7044
12 N -3.9411 -2.0790 0.3451
13 N -4.3849 -0.9393 0.9148
14 C -3.3944 -0.4605 1.5988
15 S -3.3832 0.9905 2.5458
16 C -1.6884 1.6282 2.1903
17 C -1.8307 2.9031 1.3925
18 O -1.5965 3.9960 1.8377
19 N -2.3423 2.7786 0.1155
20 C -2.5043 1.6515 -0.6369
21 N -1.7826 0.5873 -0.5498
22 N -2.1434 -0.3769 -1.3916
23 C -3.1509 -0.0936 -2.1339
24 C -3.7775 -1.0334 -3.0804
25 S -3.7718 1.5256 -1.8519
26 O -2.2989 -1.2454 1.5285
27 C 1.3303 -0.3408 -0.0047
28 C 2.2998 0.6403 -0.1700
29 O 1.7961 1.8725 -0.4756
30 C 2.5672 3.0374 -0.2746
31 H 6.2811 0.1551 -0.7889
32 H 6.5032 1.8526 -0.3004
33 H 6.1714 0.6148 0.9358
34 H 5.0073 -1.3088 0.4263
35 H 3.2606 -2.9818 0.7870
36 H -0.6315 -1.7857 -0.7826
37 H -1.4529 -3.9341 1.0480
38 H -2.1649 -3.8058 -0.5916
39 H -1.2240 1.8607 3.1469
40 H -1.1271 0.8646 1.6593
41 H -2.6141 3.6565 -0.3116
42 H -4.5897 -1.5528 -2.5693
43 H -3.0466 -1.7707 -3.4021
44 H -4.1841 -0.5063 -3.9396
45 H 0.3067 -0.0200 -0.1185
46 H 3.0141 3.0554 0.7217
47 H 3.3534 3.1388 -1.0253
48 H 1.8637 3.8650 -0.3675

Results of the natural (NBO) charge analysis, in e, for atoms 1 through 6: atom 1 (C): -0.2507, atom 2 (O): -0.5074, atom 3 (C): 0.2330, atom 4 (C): -0.2905, atom 5 (C): -0.1632, atom 6 (C): -0.1528